Record 1
DFT (ωB97M-V/def2-TZVPD) results for a structure of composition C26H45ClNOPTm in a non-equilibrium geometry.

Computed properties:
Largest force on an atom = 6.07 eV Å⁻¹
E_HOMO (spin up / spin down) = -1.1 / -1.2 eV
Total charge = -1
LUMO (spin up / spin down) = 2.4 / 2.4 eV
Molecular weight = 623.01 Da
Expectation value of S² = 2.01
2S+1 = 3

Geometry as XYZ:
```
76
Properties=species:S:1:pos:R:3:forces:R:3
Tm 0.96434 0.81616 1.85533 0.977 -2.820 1.350
P -0.26816 -0.61108 0.03819 0.289 0.880 1.454
Cl 0.26246 -1.09585 3.29281 -1.193 -0.755 0.847
C 2.62642 -0.45173 1.35095 -0.465 1.225 -1.078
H 3.43776 -0.11323 0.71038 0.657 -0.744 0.243
H 2.67543 -1.36783 1.93328 0.440 -0.350 -0.350
C -1.94402 -0.34347 0.82654 -0.004 -0.852 -0.940
C 0.24209 -2.36162 0.22340 -0.323 -0.050 -0.035
C -3.11533 -0.70859 -0.07639 -0.759 0.057 0.450
H -1.90078 -1.03752 1.68350 -0.010 0.142 -0.213
C -4.42790 -0.62000 0.71789 -0.078 0.002 -0.199
H -3.16435 -0.00892 -0.92396 -0.034 -0.108 0.109
H -2.99593 -1.71787 -0.49597 0.005 0.290 0.150
C -4.62205 0.77634 1.32097 0.097 -0.117 -0.058
H -5.27028 -0.87760 0.06655 -0.056 0.038 0.096
H -4.40518 -1.36438 1.52634 0.013 0.084 -0.098
C -3.42646 1.17472 2.18873 0.193 -0.009 -0.040
H -4.73548 1.50386 0.50601 0.003 -0.032 0.036
H -5.54517 0.81091 1.90796 0.044 0.012 -0.021
C -2.10386 1.07350 1.40532 -0.201 -0.128 0.183
H -3.54845 2.19293 2.57523 -0.035 -0.091 -0.027
H -3.36222 0.50610 3.05885 0.007 0.086 -0.132
H -2.10165 1.81786 0.59498 0.045 -0.074 0.099
H -1.27577 1.32787 2.10671 -0.746 -0.112 -0.350
C -0.18082 -0.10274 -1.68729 -0.340 -0.381 -0.534
C 1.47555 -2.67404 -0.63013 -0.022 -0.433 -0.233
H 0.55107 -2.41756 1.28332 -0.022 0.259 -0.435
C 1.98325 -4.08200 -0.29278 -0.132 0.167 -0.047
H 1.22019 -2.63152 -1.69874 0.042 -0.150 0.005
H 2.26104 -1.93071 -0.44813 -0.269 -0.010 0.226
C 0.87790 -5.12434 -0.47110 0.002 -0.007 0.077
H 2.84627 -4.32258 -0.92301 -0.045 -0.027 0.052
H 2.32951 -4.09156 0.75025 -0.028 0.050 -0.138
C -0.35492 -4.77584 0.36947 -0.096 -0.038 0.002
H 0.59104 -5.16921 -1.53040 -0.002 0.010 0.029
H 1.24857 -6.11980 -0.20183 -0.054 0.028 -0.012
C -0.88579 -3.37403 0.04601 0.108 -0.418 -0.092
H -1.14859 -5.51515 0.21376 0.071 -0.029 0.023
H -0.08683 -4.80945 1.43515 -0.025 0.015 -0.140
H -1.27128 -3.35543 -0.98456 0.002 -0.096 0.169
H -1.72640 -3.13461 0.71237 0.182 -0.054 -0.098
C -0.68514 1.31887 -1.97240 0.050 0.044 -0.065
H 0.90616 -0.12710 -1.89670 -0.243 -0.066 0.069
C -0.42334 1.69448 -3.43633 -0.144 -0.052 0.022
H -1.76381 1.36932 -1.76568 0.127 0.018 -0.079
H -0.20206 2.06032 -1.32628 -0.121 -0.297 -0.211
C -1.06014 0.68315 -4.39485 0.086 -0.051 0.078
H -0.80635 2.70273 -3.63183 0.052 -0.081 -0.020
H 0.66194 1.72377 -3.60739 -0.106 -0.002 0.031
C -0.59529 -0.74013 -4.07243 -0.183 -0.149 0.038
H -2.15337 0.73401 -4.29851 0.078 0.000 0.004
H -0.81974 0.93713 -5.43257 -0.023 -0.001 0.058
C -0.86909 -1.10031 -2.60241 -0.080 0.013 -1.064
H -1.09383 -1.46554 -4.72506 0.058 0.092 -0.049
H 0.48402 -0.82340 -4.26304 -0.103 0.005 0.022
H -1.95387 -1.07806 -2.42260 0.209 -0.010 -0.069
H -0.53454 -2.12567 -2.40856 -0.068 0.340 -0.044
C 1.10620 2.86423 0.64711 1.627 0.138 -2.839
C 2.10933 2.11019 0.04578 -1.438 2.131 -1.054
H 0.05213 2.71948 0.34421 0.597 -0.160 0.262
C 3.55269 2.42288 0.23700 0.331 0.524 0.390
H 1.84933 1.42531 -0.77673 0.092 0.067 0.753
C 3.78468 3.32407 1.46305 -0.067 -0.184 -0.014
H 4.16096 1.52175 0.30287 -0.187 -0.043 0.085
H 3.88399 2.95643 -0.66678 -0.023 -0.024 -0.031
C 2.85105 4.53319 1.41388 -0.077 -0.065 -0.090
H 3.58348 2.74767 2.37602 0.104 0.074 -0.313
H 4.83225 3.64239 1.49692 -0.121 0.006 -0.038
C 1.36842 4.10642 1.42592 0.292 0.278 0.910
H 3.04915 5.21058 2.25095 -0.053 -0.073 -0.081
H 3.05489 5.09312 0.49209 -0.066 0.005 0.034
H 1.02727 3.99162 2.47188 0.080 0.052 -0.216
H 0.74882 4.90017 0.98692 0.033 -0.083 0.117
O 3.31987 2.01265 5.44676 0.399 -0.003 0.273
C 2.72963 1.65526 4.47781 -1.759 -0.582 -2.092
N 2.11909 1.30904 3.48501 2.405 2.678 4.890
```
Forces are in eV/Å.

***

Record 2
DFT (ωB97M-V/def2-TZVPD) results for a structure of composition C16H31F3IrO3P2S in a non-equilibrium geometry.

Computed properties:
Largest force on an atom = 4.01 eV Å⁻¹
E_HOMO (spin up / spin down) = -12.6 / -15.7 eV
Total charge = +2
LUMO (spin up / spin down) = -5.7 / -10.1 eV
Molecular weight = 614.65 Da
Expectation value of S² = 8.77
2S+1 = 6

Geometry as XYZ:
```
57
Properties=species:S:1:pos:R:3:forces:R:3
P -0.00066 -1.37281 -6.10970 0.368 -0.442 -3.517
P 0.12273 1.72245 -6.00958 -0.354 0.665 -3.179
C -0.30275 -0.46036 -7.72165 -0.335 0.625 0.563
C 0.34177 0.91597 -7.69619 0.289 -0.584 0.525
H -1.39072 -0.38202 -7.83815 0.176 -0.014 -0.086
H 0.10084 -1.08084 -8.53409 -0.208 0.013 0.275
H 1.42223 0.84607 -7.87799 -0.215 0.017 -0.039
H -0.10205 1.57996 -8.45172 0.222 -0.068 0.271
C -1.53028 2.46198 -6.37143 -0.315 -0.283 0.977
H -1.75534 3.20259 -5.59502 -0.152 -0.084 -0.213
H -2.29809 1.67730 -6.33937 0.074 0.268 -0.026
H -1.54027 2.94703 -7.35750 0.200 -0.170 0.326
C 1.17754 3.17498 -6.39468 0.559 0.021 1.010
H 0.84983 3.68515 -7.31200 -0.092 -0.310 0.285
H 2.21363 2.83040 -6.51693 -0.231 0.206 0.044
H 1.13805 3.87039 -5.54956 0.133 0.087 -0.257
C -1.03004 -2.82483 -6.52993 -0.566 -0.136 1.112
H -0.91574 -3.57727 -5.74241 -0.153 -0.075 -0.259
H -0.73743 -3.25009 -7.49979 0.104 0.269 0.269
H -2.08042 -2.50787 -6.56771 0.206 -0.208 -0.001
C 1.65808 -2.02987 -6.56936 0.413 0.254 1.127
H 2.40272 -1.22317 -6.53058 -0.108 -0.270 -0.032
H 1.63764 -2.46532 -7.57744 -0.219 0.149 0.308
H 1.94038 -2.79913 -5.84207 0.147 0.085 -0.210
Ir -0.21265 -0.19877 -0.33474 -1.189 0.522 2.808
C 0.60942 1.35572 -1.51115 1.447 1.884 -0.298
C -0.79920 1.45352 -1.67304 0.179 1.460 -1.347
C -1.60244 0.91816 -2.81478 -0.983 0.237 -0.334
C -1.89897 -0.59559 -2.77512 -0.424 -0.014 0.363
C -1.05494 -1.35538 -1.77659 -0.818 -1.935 -2.284
C 0.38463 -1.35513 -1.85347 -0.510 -1.568 -1.285
C 1.15411 -0.64877 -2.94782 0.185 0.170 -0.345
C 1.52810 0.78735 -2.55832 0.311 -0.254 0.024
C 0.47000 -1.44739 1.02158 2.621 -1.885 2.373
H 1.06049 2.13736 -0.88706 -0.206 -0.227 -0.216
H -1.29320 2.28336 -1.16284 0.115 -0.421 0.505
H -1.16264 1.20642 -3.78706 0.204 -0.092 0.461
H -2.57708 1.43248 -2.76255 0.404 -0.149 -0.198
H -2.94045 -0.70130 -2.45071 0.197 -0.150 -0.260
H -1.80278 -1.02842 -3.77790 -0.078 -0.020 0.085
H -1.50016 -2.27067 -1.37802 -0.075 0.259 0.012
H 0.86604 -2.24382 -1.43445 -0.103 0.271 -0.187
H 0.57122 -0.66098 -3.89058 0.181 -0.013 0.640
H 2.08248 -1.20049 -3.12007 -0.203 -0.028 -0.139
H 2.52969 0.75544 -2.12087 -0.071 0.211 -0.106
H 1.57658 1.44292 -3.44053 -0.008 -0.082 0.170
H 1.14159 -0.93796 1.72292 0.032 -0.135 -0.171
H 1.01571 -2.29108 0.58188 -0.073 0.183 0.034
H -0.35258 -1.86207 1.62116 -0.446 0.346 -0.431
F -2.12029 1.66219 4.18777 0.951 -0.929 -1.153
C -1.32547 0.82829 3.48848 -0.197 -0.210 1.616
F -0.10133 0.79752 4.06954 -1.297 0.071 -0.903
F -1.85448 -0.41702 3.51990 0.559 1.119 -0.229
S -1.15913 1.41436 1.68877 -0.306 2.426 2.012
O -1.91366 0.36942 0.89863 0.351 0.017 -0.587
O -1.66348 2.76335 1.62597 0.326 -1.728 -0.219
O 0.27846 1.23802 1.36603 -1.017 0.647 0.314
```
Forces are in eV/Å.

***

Record 3
DFT (ωB97M-V/def2-TZVPD) results for a cluster of 3 separate species, C21H23N3O4 in total in a non-equilibrium geometry.

Computed properties:
Largest force on an atom = 5.78 eV Å⁻¹
Structure (SMILES) = [H]/N=C\COC(=O)N(COO)c1ccncc1.c1ccccc1.c1ccccc1
E_HOMO = -9.4 eV
Total charge = 0
LUMO = -0.2 eV
Molecular weight = 381.43 Da
2S+1 = 1

Geometry as XYZ:
```
51
Properties=species:S:1:pos:R:3:forces:R:3
H 1.90344 -2.38425 -0.59037 0.509 -0.125 -0.130
N 2.83713 -2.80178 -0.74730 0.102 -1.662 -3.144
C 2.85648 -3.39111 -1.93116 -1.347 1.521 2.381
C 1.51912 -3.33412 -2.84322 2.324 -1.604 -0.169
O 1.25857 -1.92046 -3.09583 -2.660 -0.643 -0.155
C -0.09102 -1.85906 -3.55200 -2.022 -0.747 -4.047
O -0.45429 -2.15257 -4.72342 2.192 1.047 4.801
N -1.14950 -1.47643 -2.60135 1.425 -1.572 0.691
C -0.62421 -0.77239 -1.39682 0.010 1.326 0.443
O -1.72023 -0.21223 -0.60490 1.712 -2.978 0.329
O -2.03158 0.97009 -1.22587 -1.137 2.624 -1.084
C -1.94429 -2.67423 -2.26842 -3.120 -4.605 1.570
C -3.13012 -3.21544 -3.13011 0.678 -0.081 1.132
C -4.00574 -4.43231 -2.79310 3.012 1.909 1.733
N -3.77797 -5.18055 -1.60819 2.270 3.161 -1.311
C -2.68677 -4.75050 -0.81629 0.761 1.246 -0.318
C -1.70958 -3.57388 -0.98995 -2.636 0.181 -3.146
H 3.81144 -3.92233 -2.24692 -1.458 0.709 0.194
H 1.74854 -3.88058 -3.82467 -0.592 0.918 1.229
H 0.67289 -3.88646 -2.31223 0.992 1.013 -0.610
H -0.01467 0.14247 -1.73931 -0.802 -1.642 0.342
H 0.01071 -1.43138 -0.71312 -1.136 0.985 -0.727
H -2.93943 1.21576 -0.92148 0.930 -0.762 -0.121
H -3.37287 -2.64529 -4.09889 0.493 -0.956 1.696
H -4.87072 -4.71351 -3.49635 1.576 0.400 1.369
H -2.50304 -5.38192 0.13273 -0.438 1.060 -1.751
H -0.86818 -3.33217 -0.24235 -1.713 -0.682 -1.177
C 2.37966 2.24313 1.34946 0.071 -0.034 -0.039
C 1.74569 1.46994 0.38194 0.076 -0.058 -0.038
C 2.50032 0.78727 -0.56828 0.054 0.104 0.137
C 3.88858 0.88178 -0.55322 -0.037 0.050 0.039
C 4.52149 1.66245 0.40868 -0.085 -0.012 -0.007
C 3.76774 2.34190 1.36102 -0.074 -0.062 -0.065
H 1.79225 2.76965 2.09401 0.043 -0.007 -0.090
H 0.66210 1.39835 0.36883 0.054 0.014 0.006
H 2.00713 0.18157 -1.32074 0.165 0.029 0.024
H 4.47654 0.34784 -1.29185 -0.058 0.024 0.064
H 5.60376 1.74100 0.41707 -0.099 -0.016 0.001
H 4.26180 2.94873 2.11250 -0.041 -0.050 -0.060
C -0.23249 3.53720 4.14234 -0.106 0.069 0.003
C -1.17090 3.41816 3.12129 0.019 0.052 0.052
C -2.29665 4.23579 3.11155 0.062 0.015 0.078
C -2.48671 5.17008 4.12532 0.075 -0.076 -0.006
C -1.55321 5.28272 5.15095 0.015 -0.042 -0.055
C -0.42551 4.46783 5.15907 -0.050 -0.018 -0.079
H 0.64868 2.90433 4.14654 -0.082 0.026 0.031
H -1.02414 2.68777 2.33184 -0.007 0.059 0.054
H -3.02638 4.14521 2.31378 0.061 0.010 0.064
H -3.36296 5.80934 4.11646 0.065 -0.052 0.005
H -1.70427 6.00714 5.94468 0.017 -0.062 -0.077
H 0.30337 4.55743 5.95763 -0.060 -0.005 -0.066
```
Forces are in eV/Å.

***

Record 4
DFT (ωB97M-V/def2-TZVPD) results for the molecule C7H8OS in a non-equilibrium geometry.

Computed properties:
Largest force on an atom = 3.87 eV Å⁻¹
Structure (SMILES) = C=C[C@H](O)c1cccs1
E_HOMO = -8.9 eV
Total charge = 0
LUMO = 0.8 eV
Molecular weight = 140.21 Da
2S+1 = 1

Geometry as XYZ:
```
17
Properties=species:S:1:pos:R:3:forces:R:3
C -2.96216 0.17872 0.08524 -2.921 1.136 -0.935
C -1.83246 0.25321 -0.59159 1.235 -0.259 0.233
C -0.77475 -0.82913 -0.40259 1.722 -0.426 -0.257
O -0.98469 -1.69982 0.66668 0.027 1.342 3.632
C 0.69305 -0.37968 -0.24159 -1.160 0.633 -0.887
C 1.07055 0.88617 0.04132 0.036 1.062 0.698
C 2.47021 1.09055 0.26648 0.285 -0.604 0.464
C 3.10075 -0.13934 0.08596 -0.170 2.244 -0.001
S 2.05501 -1.39331 -0.31871 -0.095 -0.787 -0.209
H -3.34201 -0.60312 0.74063 0.964 -0.133 -0.017
H -3.84820 0.85334 -0.18054 1.640 -0.462 0.436
H -1.57706 1.07756 -1.29030 -0.452 -0.701 0.459
H -0.82057 -1.57637 -1.17589 -0.104 0.298 -1.302
H -0.66737 -1.14621 1.47478 -0.993 -1.730 -1.634
H 0.29219 1.61865 0.15781 0.052 0.493 0.029
H 2.97428 2.03929 0.66157 -0.852 -1.596 -0.972
H 4.15322 -0.23051 0.02073 0.786 -0.511 0.264
```
Forces are in eV/Å.

***

Record 5
DFT (ωB97M-V/def2-TZVPD) results for a structure of composition C4H8O4 in a non-equilibrium geometry.

Computed properties:
Largest force on an atom = 3.28 eV Å⁻¹
E_HOMO = -9.5 eV
Total charge = 0
LUMO = 0.3 eV
Molecular weight = 120.10 Da
2S+1 = 1

Geometry as XYZ:
```
16
Properties=species:S:1:pos:R:3:forces:R:3
C 0.06682 -0.28727 -0.41979 -0.236 0.958 0.146
C 1.22986 -0.64717 0.54009 2.045 0.067 -2.105
C -0.99138 -1.36403 -0.51714 0.207 0.211 -0.005
C -0.35625 0.90423 0.46151 1.317 -2.625 1.459
O 0.50543 0.08389 -1.70244 0.024 -0.231 0.067
O -1.66610 1.19384 0.55123 -0.352 0.502 -0.133
O 2.24398 0.08255 0.55096 -1.125 -0.908 0.385
O 0.46815 1.96745 0.39124 0.667 0.410 -0.029
H 1.20632 0.74513 -1.59426 -0.140 -0.138 -0.055
H -1.78458 2.15515 0.51060 0.111 -0.161 0.182
H 1.40054 1.58867 0.48261 -0.779 0.382 -0.136
H 1.29359 -1.69764 0.86435 -0.124 0.167 0.685
H 0.13411 0.16004 1.50798 -1.701 1.452 -0.426
H -1.87918 -0.97185 -1.01242 0.095 -0.044 -0.033
H -1.28362 -1.71447 0.47296 0.030 0.024 0.031
H -0.58768 -2.19850 -1.08747 -0.038 -0.066 -0.033
```
Forces are in eV/Å.